[1]
Formula: C33H23N6O9S2Sc
Source: the OMol25 dataset
Level of theory: ωB97M-V/def2-TZVPD

Positions of all 74 atoms, in Å:
H 4.1683 -2.2889 -4.1416
C 3.1810 -1.2656 -2.5591
H 4.7007 3.2566 -1.9042
C -1.0178 -0.2547 -3.9104
C -4.2081 -0.4644 3.8884
C 1.4122 2.3180 2.5498
O 0.4447 -3.9660 2.3439
H 3.5382 5.0502 2.4913
C -1.4065 -3.3814 -0.2540
H 4.0375 1.9727 -4.4747
O 0.0695 -1.5680 2.1579
C -2.4279 -3.5541 -1.1812
O 2.0722 -0.0449 -0.8840
C 2.6170 2.2646 0.6213
H -2.1550 -3.6420 -2.2250
C -2.1143 0.5348 4.5167
H 1.6522 4.1113 3.7598
H 3.3550 5.0681 -0.5477
O 0.8606 -2.2171 -0.1612
O 0.1502 2.3410 4.5437
N -2.0340 -0.0014 0.8721
H -4.5438 -3.6770 -1.5014
C 3.0721 1.1401 -2.7622
N 1.7615 1.6010 1.5634
C 3.8708 -1.3201 -3.7538
C 2.7225 -0.0424 -2.0016
N 1.5933 2.6020 -1.5808
H -1.4422 0.9253 5.2647
C 0.2591 1.8452 3.4015
H -0.4837 -0.3891 -4.8424
C -1.7017 0.5437 3.1825
C -2.3797 -0.0171 -3.8666
N 3.7845 3.1822 -1.5056
C -2.2160 0.0131 -1.4898
O 0.8653 -4.6254 -0.5670
C 2.0395 3.6268 2.8727
S -0.5372 -2.9233 2.4337
H -3.2688 -3.0800 2.5517
S 0.2608 -3.3662 -0.8981
H 1.0516 3.7924 0.1201
H 4.6529 3.1249 1.1348
H 0.7255 -0.5648 -2.7294
C -2.9905 0.1125 -2.6310
C -1.7209 -3.2052 1.1055
C 3.6009 3.3913 0.9878
N -0.9000 -0.1986 -1.5236
C 4.1870 -0.1655 -4.4730
C -3.3596 0.0280 4.8679
H -5.1834 -0.8614 4.1518
H -4.0490 0.2831 -2.4996
C 3.7942 1.0546 -3.9465
C -3.8073 -0.4569 2.5571
C 3.0545 4.1301 2.1704
O -1.3264 -2.8699 3.6341
C 3.2640 3.9870 -0.4078
H 4.7202 -0.2207 -5.4142
H -4.4675 -0.8319 1.7910
C -4.0597 -3.4233 0.5741
N -0.4822 1.0194 2.7012
H -5.0946 -3.4174 0.8980
H 2.9299 -2.1706 -2.0200
C -0.3230 -0.3446 -2.7186
C -2.5534 0.0307 2.1912
C 1.8830 3.2629 -0.3377
Sc 0.3006 -0.3407 0.5988
C -3.0506 -3.2395 1.5051
C 2.7557 2.4032 -2.0746
H -3.6603 0.0148 5.9099
H 3.1065 1.5140 0.0310
C -3.7517 -3.5721 -0.7685
O 0.1492 -3.0978 -2.3161
O -4.1049 0.3413 -0.1467
C -2.8839 0.1258 -0.1445
H -2.9592 0.0572 -4.7802

For the HOMO-LUMO gap, the calculation gives 6.27 eV. As for the relative energy (zero: lowest compared OMol25 entry of this formula, charge and spin): 92.0 kcal/mol. The calculation puts the LUMO energy at 4.2 eV. Its highest occupied orbital energy is -2.0386 eV. As for the molar mass: 756.7 g/mol. As for the total charge: -2.

Löwdin population analysis, charges in e, atoms 1 to 8: atom 1 (H): 0.0933, atom 2 (C): -0.0118, atom 3 (H): 0.1272, atom 4 (C): -0.0447, atom 5 (C): -0.1165, atom 6 (C): -0.1770, atom 7 (O): -0.2835, atom 8 (H): 0.0997

=====

[2]
Formula: C33H24Br2N4O2PdS
Source: the OMol25 dataset
Level of theory: ωB97M-V/def2-TZVPD

Positions of all 67 atoms, in Å:
Pd -0.2816 -0.2832 -0.3451
H 6.2211 -3.5015 -5.2603
C 3.2145 -2.8028 -3.7843
C 0.6844 -0.5163 4.4915
C 3.5337 1.5146 -1.3350
C 2.7016 -2.2902 -2.6084
O 2.1357 -2.2950 0.5101
H 2.5382 -3.1145 -4.5720
N 1.8439 -0.1066 -0.5466
H -0.3701 -6.8774 0.5646
H -5.4799 0.0584 -0.6579
C 1.7214 3.5830 -0.8491
C 3.0115 3.8813 -1.3398
H -0.3505 -5.0466 2.2257
C -4.7014 0.0171 0.0889
C -1.6955 -0.2925 4.2490
C -2.6479 -0.1224 1.9131
H 4.7754 -4.5001 -5.4241
H -0.5280 -6.3724 -1.8482
C 2.2877 1.1729 -0.8497
C -0.4383 -5.8487 0.2337
Br -6.7501 0.3712 2.0280
H 4.8741 3.0684 -1.9552
H 1.6319 -2.1885 -2.4689
C 3.5718 -1.8857 -1.6022
N -2.3768 -0.2043 0.6055
C -0.4314 -4.8190 1.1709
H -0.4064 -2.6900 1.4577
H 3.2881 4.9123 -1.5187
H -2.6717 -0.2387 4.7051
C -0.7453 2.8491 0.1062
H 4.8068 -2.8833 -6.1164
Br -0.7871 -0.5159 6.9258
C 3.8825 2.8557 -1.5757
C 1.3584 2.2375 -0.6211
C -4.9762 0.1270 1.4402
H -4.1805 0.1268 3.4159
H -1.2217 4.9513 0.1621
S 2.8939 -1.2331 -0.0987
C -1.5051 -0.2425 2.8707
C 4.9398 -1.9888 -1.7720
C -3.3774 -0.1521 -0.2725
H 1.7252 -0.5220 2.6028
C -0.4664 4.2151 -0.0746
H 6.5145 -2.5931 -3.0928
O 3.9954 -0.6723 0.6469
H 1.5698 -0.6307 5.0989
N -0.2964 -0.3218 2.3293
N 0.1212 1.9019 -0.1584
C 0.7581 4.5739 -0.5584
C 0.7681 -0.4529 3.1076
H -3.0908 -0.2682 -1.3106
H 5.5985 -1.6633 -0.9776
C 4.5924 -2.9211 -3.9761
C -0.6409 -4.2547 -1.5459
H 4.2690 0.7459 -1.5205
H 1.0096 5.6148 -0.7231
C -0.5271 -5.5675 -1.1249
C -0.5772 -0.4319 5.0513
C -0.4829 -3.5045 0.7498
C 5.1323 -3.4814 -5.2635
C -3.9534 0.0510 2.3644
H -0.7579 -4.0174 -2.5967
C -0.7540 -1.8535 -1.1094
H -1.7159 2.5283 0.4699
C -0.6013 -3.2035 -0.6157
C 5.4426 -2.5090 -2.9587

For the HOMO-LUMO gap (alpha / beta), the calculation gives 6.29 / 6.29 eV. As for the relative energy (zero: lowest compared OMol25 entry of this formula, charge and spin): 76.7 kcal/mol. The calculation puts the LUMO energy (alpha / beta) at -0.6 / -0.6 eV. Its highest occupied orbital energy (alpha / beta) is -6.8911 / -6.8939 eV. As for the molar mass: 806.9 g/mol.

Löwdin population analysis, charges in e, atoms 1 to 8: atom 1 (Pd): 0.8118, atom 2 (H): 0.0721, atom 3 (C): -0.0338, atom 4 (C): -0.0785, atom 5 (C): -0.0153, atom 6 (C): -0.0441, atom 7 (O): -0.3104, atom 8 (H): 0.1152

=====

[3]
Formula: C33H25BaF6N3O3S
Source: the OMol25 dataset
Level of theory: ωB97M-V/def2-TZVPD

Positions of all 72 atoms, in Å:
C 0.5984 1.5924 3.7396
C 1.2516 4.4164 0.0679
F -2.1244 3.9484 1.5490
C -0.8981 3.8231 -1.0562
C -1.8485 1.8768 -5.2530
N 3.6662 -1.2845 -2.9038
C -0.1271 3.7337 0.2740
S -0.7442 -1.8125 5.0827
C -2.5027 1.1802 -2.9881
H 0.5584 1.3883 -4.6330
C -2.7262 -4.7449 2.4080
C 2.2283 -2.5031 -0.2236
H 1.5726 2.1524 6.9469
F 2.0199 4.4032 1.1714
N -0.5462 -0.4261 2.9150
H 5.1509 -2.2149 -1.9616
H -1.8689 3.3473 -0.9250
C -2.5886 -3.3062 0.4791
H 1.6085 -1.7166 -2.5114
C 3.9059 -4.1909 -0.8054
C -3.1478 2.1806 -5.6005
H -1.8699 -3.9542 4.1923
F -1.1959 5.8172 0.9939
C 0.5829 0.3766 6.2905
H -1.0528 2.0212 -5.9797
N 0.4662 0.5825 -2.7567
C 2.2465 -1.0658 -3.1088
H -4.6113 1.3617 -2.6369
C -1.9226 -2.2721 1.1661
C 3.3501 -2.9225 -1.0092
H 0.8039 -3.2033 1.2238
C -2.9837 -4.5041 1.0603
O 1.7343 -1.3220 -0.2719
C -4.1457 1.9849 -4.6341
C 0.0315 -0.2677 5.1882
C 1.6825 -3.4887 0.6558
O 0.0631 2.4787 0.7093
C -1.6962 -2.5680 2.5277
H 0.5768 -0.0883 7.2688
H 3.8089 -6.0964 0.1838
H -3.3892 2.5611 -6.5849
F 1.9445 3.7809 -0.8925
C -1.4939 1.3800 -3.9925
Ba -0.4829 0.0572 -0.0442
C -3.8405 1.5089 -3.3844
H -2.8093 -3.1750 -0.5796
F 1.1753 5.7180 -0.3223
C 1.1384 1.6303 6.1023
C 2.2259 -4.7424 0.7902
C 3.3649 -5.1155 0.0652
H -5.1787 2.2168 -4.8762
C 0.0391 0.3269 3.9200
H 4.7949 -4.4523 -1.3753
H 1.7655 -5.4458 1.4768
H 1.5735 3.2160 4.7139
C -0.0813 1.0998 -3.7810
H -3.4881 -5.2619 0.4665
C -0.9306 4.5287 1.3394
O -2.2605 0.7567 -1.8159
C 4.0632 -2.0781 -1.9954
H 2.3812 1.0455 -3.5484
C 1.9068 0.3923 -2.8024
H -1.0336 4.8473 -1.4073
C -2.0797 -3.7687 3.1420
H 2.3224 0.6316 -1.8229
C -1.0043 -1.5541 3.3476
H -0.3520 3.2498 -1.8043
H 0.5792 2.0487 2.7526
H -3.0202 -5.6793 2.8726
C 1.1422 2.2305 4.8383
H 2.0358 -1.2513 -4.1686
F -0.3143 4.5845 2.5357

For the HOMO-LUMO gap, the calculation gives 6.38 eV. As for the relative energy (zero: lowest compared OMol25 entry of this formula, charge and spin): 2.5 kcal/mol. The calculation puts the LUMO energy at 4.0 eV. Its highest occupied orbital energy is -2.3604 eV. As for the molar mass: 795.0 g/mol. As for the total charge: -2.

Löwdin population analysis, charges in e, atoms 1 to 8: atom 1 (C): 0.0057, atom 2 (C): -0.5468, atom 3 (F): 0.1404, atom 4 (C): 0.0115, atom 5 (C): -0.0911, atom 6 (N): 0.0315, atom 7 (C): -0.5346, atom 8 (S): 1.0602